Entry 1:
{
  "formula": "C56H124N6O9",
  "method": "ωB97M-V/def2-TZVPD",
  "elements": ["C", "C", "C", "C", "C", "C", "C", "C", "C", "N", "O", "H", "H", "H", "H", "H", "H", "H", "H", "H", "H", "H", "H", "H", "H", "H", "H", "H", "H", "H", "C", "C", "C", "C", "C", "C", "C", "C", "C", "N", "O", "H", "H", "H", "H", "H", "H", "H", "H", "H", "H", "H", "H", "H", "H", "H", "H", "H", "H", "H", "C", "C", "C", "C", "C", "C", "C", "C", "C", "N", "O", "H", "H", "H", "H", "H", "H", "H", "H", "H", "H", "H", "H", "H", "H", "H", "H", "H", "H", "H", "C", "C", "C", "C", "C", "C", "C", "C", "C", "N", "O", "H", "H", "H", "H", "H", "H", "H", "H", "H", "H", "H", "H", "H", "H", "H", "H", "H", "H", "H", "C", "C", "C", "C", "C", "C", "C", "C", "C", "N", "O", "H", "H", "H", "H", "H", "H", "H", "H", "H", "H", "H", "H", "H", "H", "H", "H", "H", "H", "H", "C", "C", "C", "C", "C", "C", "C", "C", "C", "N", "O", "H", "H", "H", "H", "H", "H", "H", "H", "H", "H", "H", "H", "H", "H", "H", "H", "H", "H", "H", "C", "O", "H", "H", "H", "H", "C", "O", "H", "H", "H", "H", "O", "H", "H"],
  "xyz": [[-4.03, -11.87, 12.36], [-4.50, -11.05, 11.07], [-5.99, -11.47, 10.92], [-4.44, -9.52, 11.25], [-3.09, -8.97, 10.73], [-2.51, -9.53, 9.45], [-2.53, -11.06, 9.29], [-2.32, -11.38, 7.81], [-1.32, -11.66, 10.11], [-3.85, -11.58, 9.77], [-4.02, -12.96, 9.54], [-4.48, -11.47, 13.27], [-4.35, -12.91, 12.40], [-2.95, -11.80, 12.45], [-6.65, -10.80, 11.47], [-6.37, -11.42, 9.90], [-6.29, -12.51, 11.05], [-5.23, -9.02, 10.70], [-4.47, -9.39, 12.34], [-3.03, -7.88, 10.69], [-2.30, -9.24, 11.43], [-1.60, -8.96, 9.24], [-3.11, -9.03, 8.69], [-1.58, -10.72, 7.35], [-3.28, -11.24, 7.31], [-2.00, -12.40, 7.60], [-0.36, -11.39, 9.68], [-1.41, -12.71, 10.40], [-1.25, -11.13, 11.06], [-4.85, -13.07, 9.06], [-10.85, -1.32, 3.13], [-10.32, -2.57, 2.43], [-11.22, -2.87, 1.20], [-8.93, -2.07, 1.93], [-8.08, -3.24, 1.46], [-7.94, -4.24, 2.63], [-9.26, -4.75, 3.27], [-9.83, -5.84, 2.41], [-8.95, -5.35, 4.68], [-10.25, -3.64, 3.39], [-11.49, -3.98, 3.97], [-10.80, -0.45, 2.47], [-11.91, -1.33, 3.38], [-10.37, -1.05, 4.07], [-12.10, -3.49, 1.37], [-11.56, -1.89, 0.87], [-10.72, -3.19, 0.28], [-9.01, -1.35, 1.12], [-8.42, -1.61, 2.78], [-8.44, -3.81, 0.60], [-7.10, -2.87, 1.18], [-7.22, -4.04, 3.43], [-7.50, -5.10, 2.13], [-9.19, -6.73, 2.40], [-9.99, -5.59, 1.37], [-10.75, -6.18, 2.89], [-8.08, -6.01, 4.65], [-9.79, -5.86, 5.14], [-8.61, -4.63, 5.43], [-11.36, -3.96, 4.92], [-1.78, 8.52, 1.10], [-2.75, 7.52, 1.76], [-3.05, 6.34, 0.74], [-1.87, 6.82, 2.81], [-2.61, 6.10, 3.89], [-3.77, 6.93, 4.50], [-4.68, 7.47, 3.48], [-5.39, 6.22, 2.94], [-5.56, 8.43, 4.32], [-3.95, 8.18, 2.40], [-4.73, 8.94, 1.45], [-1.03, 8.00, 0.50], [-2.30, 9.16, 0.38], [-1.52, 9.30, 1.81], [-3.86, 6.74, 0.13], [-2.37, 6.08, -0.07], [-3.38, 5.39, 1.17], [-1.26, 6.06, 2.32], [-1.25, 7.59, 3.27], [-2.94, 5.07, 3.74], [-1.78, 5.97, 4.58], [-3.41, 7.67, 5.22], [-4.35, 6.23, 5.11], [-6.09, 5.99, 3.73], [-4.81, 5.36, 2.60], [-6.03, 6.46, 2.09], [-6.31, 8.92, 3.69], [-4.88, 9.20, 4.70], [-6.16, 8.05, 5.15], [-5.21, 8.35, 0.87], [6.01, -7.68, 1.42], [5.52, -6.32, 0.93], [4.13, -6.01, 1.55], [6.55, -5.29, 1.54], [7.98, -5.35, 0.86], [7.74, -5.07, -0.61], [6.74, -5.98, -1.36], [6.44, -5.24, -2.69], [7.42, -7.28, -1.76], [5.52, -6.07, -0.52], [4.50, -6.61, -1.14], [5.33, -8.53, 1.41], [7.04, -7.97, 1.21], [6.10, -7.60, 2.51], [4.19, -6.04, 2.64], [3.92, -4.99, 1.22], [3.35, -6.67, 1.17], [6.17, -4.28, 1.41], [6.71, -5.49, 2.60], [8.71, -4.67, 1.29], [8.48, -6.32, 0.88], [8.72, -5.18, -1.08], [7.42, -4.02, -0.64], [5.94, -4.30, -2.48], [5.79, -5.90, -3.25], [7.32, -4.95, -3.28], [8.40, -7.11, -2.21], [6.74, -7.74, -2.48], [7.66, -7.94, -0.93], [3.85, -5.91, -1.01], [5.09, -3.79, 11.55], [6.48, -3.16, 11.26], [7.33, -4.33, 10.67], [6.27, -2.06, 10.18], [5.70, -0.75, 10.78], [6.60, -0.10, 11.98], [6.96, -1.22, 13.05], [8.25, -0.87, 13.88], [5.77, -1.32, 14.02], [7.20, -2.58, 12.43], [7.47, -3.58, 13.41], [5.23, -4.54, 12.34], [4.47, -3.07, 12.10], [4.52, -4.15, 10.70], [7.01, -4.74, 9.72], [8.33, -3.94, 10.48], [7.40, -5.17, 11.36], [7.06, -1.95, 9.45], [5.39, -2.38, 9.63], [5.56, 0.03, 10.04], [4.67, -0.87, 11.11], [6.23, 0.75, 12.54], [7.55, 0.26, 11.58], [9.13, -0.80, 13.25], [8.40, -1.53, 14.74], [8.14, 0.18, 14.14], [6.10, -1.66, 15.00], [4.89, -1.79, 13.59], [5.26, -0.39, 14.28], [8.38, -3.79, 13.21], [-5.17, 2.19, 13.27], [-6.50, 2.04, 12.46], [-6.94, 3.38, 11.88], [-6.23, 1.19, 11.18], [-6.17, -0.31, 11.44], [-7.62, -0.63, 11.90], [-8.02, -0.01, 13.25], [-9.61, -0.15, 13.35], [-7.21, -0.81, 14.32], [-7.62, 1.47, 13.20], [-7.95, 2.24, 14.35], [-4.78, 1.21, 13.53], [-4.52, 2.74, 12.59], [-5.35, 2.74, 14.20], [-6.16, 3.92, 11.34], [-7.85, 3.38, 11.28], [-7.07, 4.11, 12.69], [-6.88, 1.29, 10.31], [-5.20, 1.34, 10.86], [-6.02, -0.66, 10.42], [-5.29, -0.48, 12.07], [-7.60, -1.72, 11.98], [-8.20, -0.25, 11.06], [-9.78, -1.20, 13.57], [-10.15, -0.01, 12.42], [-10.01, 0.48, 14.15], [-6.18, -1.16, 14.32], [-7.70, -1.70, 14.70], [-7.27, -0.07, 15.12], [-7.13, 2.23, 14.85], [-0.15, -1.29, 6.10], [-1.16, -1.28, 5.12], [0.13, -2.34, 6.07], [0.59, -0.51, 5.94], [-0.62, -1.06, 7.06], [-0.73, -1.43, 4.27], [5.93, 2.68, 2.36], [7.04, 3.57, 2.33], [5.86, 1.85, 1.65], [5.83, 2.42, 3.41], [5.08, 3.31, 2.10], [6.76, 4.28, 1.73], [-0.76, -1.42, -1.20], [-1.19, -1.93, -1.88], [-0.13, -0.87, -1.67]],
  "spin_multiplicity": 1,
  "e_above_lowest_ev": 6.995,
  "smiles": "CC1(C)CCCC(C)(C)N1O.CC1(C)CCCC(C)(C)N1O.CC1(C)CCCC(C)(C)N1O.CC1(C)CCCC(C)(C)N1O.CC1(C)CCCC(C)(C)N1O.CC1(C)CCCC(C)(C)N1O.CO.CO.O",
  "fmax_ha_per_bohr": 0.0906,
  "lumo_ev": 0.296,
  "homo_ev": -7.9
}



Entry 2:
{
  "formula": "C3H6N2O",
  "method": "ωB97M-V/def2-TZVPD",
  "elements": ["C", "C", "C", "N", "N", "O", "H", "H", "H", "H", "H", "H"],
  "xyz": [[0.85, 0.36, -0.06], [0.33, 1.18, 1.17], [-0.92, 0.99, 0.33], [-0.40, 0.38, -0.71], [1.82, -0.39, -0.33], [-1.14, -2.28, -2.05], [0.27, 0.73, 2.09], [0.87, 2.23, 1.14], [-0.66, -1.56, -1.74], [-1.86, 1.30, 0.53], [2.66, -0.47, 0.26], [-0.89, -2.43, -3.00]],
  "spin_multiplicity": 1,
  "e_above_lowest_ev": 3.257,
  "fmax_ha_per_bohr": 0.0956,
  "lumo_ev": 0.272,
  "homo_ev": -9.9
}



Entry 3:
{
  "formula": "C12H14N2O",
  "method": "ωB97M-V/def2-TZVPD",
  "elements": ["C", "C", "C", "N", "C", "C", "C", "C", "C", "C", "C", "C", "N", "C", "O", "H", "H", "H", "H", "H", "H", "H", "H", "H", "H", "H", "H", "H", "H"],
  "xyz": [[-1.31, -3.50, -0.87], [-0.31, -2.45, -0.48], [-0.68, -1.27, 0.08], [0.19, -0.29, 0.44], [-0.21, 0.96, 0.91], [-1.40, 1.55, 0.50], [-1.78, 2.78, 0.99], [-0.98, 3.46, 1.88], [0.20, 2.88, 2.30], [0.59, 1.65, 1.83], [1.63, -0.41, -0.20], [1.57, 0.22, -1.59], [1.97, -1.79, -0.21], [1.10, -2.79, -0.61], [1.53, -3.89, -0.92], [-0.97, -4.47, -0.51], [-1.38, -3.56, -1.95], [-2.29, -3.28, -0.46], [-1.72, -1.09, 0.32], [-2.03, 1.05, -0.23], [-2.71, 3.23, 0.64], [-1.28, 4.43, 2.26], [0.84, 3.40, 3.01], [1.51, 1.20, 2.18], [2.32, 0.14, 0.45], [0.88, -0.35, -2.21], [2.55, 0.21, -2.04], [1.22, 1.25, -1.52], [2.95, -2.02, -0.29]],
  "spin_multiplicity": 1,
  "e_above_lowest_ev": 0.785,
  "smiles": "CC1=CN(c2ccccc2)[C@H](C)NC1=O",
  "fmax_ha_per_bohr": 0.0546,
  "lumo_ev": 0.712,
  "homo_ev": -7.8
}



Entry 4:
{
  "formula": "C5H15CsN3O6S",
  "method": "ωB97M-V/def2-TZVPD",
  "elements": ["Cs", "S", "O", "O", "O", "O", "C", "C", "C", "O", "C", "N", "H", "H", "H", "H", "H", "H", "H", "H", "H", "H", "H", "C", "O", "N", "N", "H", "H", "H", "H"],
  "xyz": [[-1.86, -0.56, 0.54], [-4.49, 0.26, 0.34], [-3.99, 0.31, 1.69], [-5.07, 1.52, -0.13], [-3.36, -0.09, -0.50], [-5.53, -0.76, 0.34], [-0.73, 2.02, 0.05], [0.03, 1.10, -0.89], [1.50, 1.20, -0.87], [2.05, 0.81, 0.42], [3.50, 0.72, 0.37], [-0.45, -0.19, -0.54], [-1.81, 1.90, 0.06], [-0.37, 2.98, -0.33], [-0.36, 1.92, 1.07], [-0.24, 1.29, -1.93], [1.89, 2.19, -1.08], [1.92, 0.73, -1.75], [4.00, 1.53, -0.17], [3.80, -0.26, 0.00], [3.86, 0.83, 1.40], [-1.06, -0.58, -1.23], [0.36, -0.77, -0.36], [0.41, -1.93, 0.71], [-0.47, -1.38, 1.40], [0.23, -2.57, -0.39], [1.61, -2.17, 1.06], [-0.70, -2.54, -0.79], [1.04, -3.00, -0.80], [2.23, -2.57, 0.37], [2.06, -1.96, 1.94]],
  "spin_multiplicity": 1,
  "charge": -1,
  "fmax_ha_per_bohr": 0.3849,
  "lumo_ev": 1.829,
  "homo_ev": -1.3
}